Entry 1:
{"formula": "C25H25N5O2PSSr", "method": "ωB97M-V/def2-TZVPD", "species": ["Sr", "S", "P", "O", "O", "N", "N", "N", "N", "N", "C", "C", "C", "C", "C", "C", "C", "C", "C", "C", "C", "C", "C", "C", "C", "C", "C", "C", "C", "C", "C", "C", "C", "C", "C", "H", "H", "H", "H", "H", "H", "H", "H", "H", "H", "H", "H", "H", "H", "H", "H", "H", "H", "H", "H", "H", "H", "H", "H", "H"], "coordinates": [[1.750, -1.554, -1.444], [0.133, -0.068, -3.551], [1.530, 0.574, 0.675], [4.367, 1.929, -1.712], [3.278, -0.033, -1.518], [-0.613, 2.537, -3.318], [-1.584, -1.298, -1.773], [1.425, -2.966, 0.509], [-0.554, -1.698, -1.052], [-2.600, -0.092, -3.514], [-1.704, 3.405, -1.327], [1.174, 1.585, 5.155], [1.560, 0.327, 4.721], [-2.228, -1.857, 0.851], [2.376, -3.416, 1.340], [0.053, 1.573, -2.821], [2.257, -3.639, 2.689], [-0.977, 1.687, 0.280], [0.853, 2.571, 4.226], [0.258, 1.570, -0.210], [0.922, 2.295, 2.869], [1.312, 1.030, 2.425], [-1.451, -0.667, -2.890], [-1.983, 2.582, -0.320], [0.139, -2.651, 1.064], [3.653, 1.147, -1.108], [3.083, 1.513, 0.264], [-0.402, 3.337, -2.059], [-2.849, -0.471, -4.896], [-0.849, -2.092, 0.307], [-0.055, -2.921, 2.497], [-3.083, -1.962, -5.120], [0.955, -3.393, 3.254], [1.626, 0.046, 3.359], [0.566, 2.222, -1.534], [0.032, 4.317, -2.266], [1.903, -0.948, 3.023], [-3.392, -0.293, -2.917], [-2.211, -1.392, 1.842], [-2.001, -0.136, -5.497], [-2.965, 2.612, 0.137], [-2.234, -2.543, -4.750], [-3.220, -2.192, -6.181], [3.336, -3.633, 0.865], [3.084, -4.024, 3.267], [2.987, 2.596, 0.349], [-1.245, 1.181, 1.202], [-2.785, -1.197, 0.185], [3.814, 1.193, 1.013], [0.548, 3.556, 4.559], [-2.818, -2.778, 0.945], [-3.969, -2.305, -4.580], [0.661, 3.061, 2.149], [-2.447, 4.105, -1.691], [1.798, -0.450, 5.436], [1.611, 2.508, -1.634], [-1.019, -2.730, 2.948], [1.115, 1.801, 6.215], [0.785, -3.569, 4.313], [-3.708, 0.107, -5.245]], "total_charge": -1, "e_homo_ev": -2.00, "e_lumo_ha": 0.0831}



Entry 2:
{"formula": "C23H26N2O4", "method": "ωB97M-V/def2-TZVPD", "species": ["O", "O", "O", "O", "N", "N", "C", "C", "C", "C", "C", "C", "C", "C", "C", "C", "C", "C", "C", "C", "C", "C", "C", "C", "C", "C", "C", "C", "C", "H", "H", "H", "H", "H", "H", "H", "H", "H", "H", "H", "H", "H", "H", "H", "H", "H", "H", "H", "H", "H", "H", "H", "H", "H", "H"], "coordinates": [[-1.911, -1.739, -2.088], [1.638, 3.438, 3.736], [-2.373, 0.725, -0.310], [0.290, -2.358, 1.723], [-0.867, -0.582, 0.833], [-0.581, -2.197, -2.175], [-0.460, -3.230, -1.158], [0.929, 1.124, -2.713], [0.858, 2.602, 1.573], [2.666, -0.435, -2.205], [-2.261, -1.689, -0.711], [0.239, 1.577, 0.881], [-0.860, -4.605, -1.702], [1.351, 6.974, 2.420], [1.734, -1.448, -2.083], [0.377, -1.175, -2.248], [-0.044, 0.352, 2.930], [-0.012, 0.119, -2.592], [-2.283, -4.695, -2.248], [-1.373, -2.716, -0.013], [-0.218, 0.458, 1.556], [0.580, 1.369, 3.617], [-0.540, -1.919, 0.975], [1.034, 2.512, 2.951], [0.871, 5.636, 2.965], [-2.570, -6.089, -2.792], [-1.882, -0.343, -0.075], [2.043, 4.677, 3.187], [2.271, 0.857, -2.508], [-1.056, 0.334, -2.760], [2.073, -2.450, -1.873], [0.157, 5.186, 2.273], [-2.411, -3.960, -3.043], [1.201, 3.460, 1.018], [-0.161, -4.853, -2.503], [-3.585, -6.144, -3.177], [2.724, 5.095, 3.934], [-1.896, -3.529, 0.489], [0.113, 1.651, -0.188], [0.360, 5.782, 3.918], [0.571, -3.290, -0.802], [-0.391, -0.525, 3.454], [0.509, 7.646, 2.276], [0.605, 2.121, -2.972], [-2.459, -6.838, -2.010], [0.729, 1.306, 4.683], [-3.339, -1.851, -0.656], [-1.884, -6.332, -3.599], [-0.725, -5.337, -0.901], [3.712, -0.662, -2.063], [2.050, 7.441, 3.110], [3.005, 1.644, -2.597], [2.605, 4.527, 2.257], [1.852, 6.842, 1.463], [-3.003, -4.465, -1.459]], "smiles": "CCCOc1ccc(N2C(=O)[C@H]3[C@H](ON(c4ccccc4)[C@@H]3CCC)C2=O)cc1", "e_homo_ev": -8.26, "e_lumo_ha": 0.0287}



Entry 3:
{"formula": "C3H7ClO3S", "method": "ωB97M-V/def2-TZVPD", "species": ["Cl", "S", "O", "O", "O", "C", "C", "C", "H", "H", "H", "H", "H", "H", "H"], "coordinates": [[2.129, 1.176, 2.084], [-0.208, -0.770, 1.474], [-0.459, -2.167, 1.983], [-0.166, -0.591, -0.250], [-1.112, 0.192, 2.014], [-0.538, 0.790, -2.139], [1.630, -0.536, 1.632], [-1.132, 0.331, -0.820], [2.064, -1.530, 2.391], [-1.147, 1.531, -0.361], [0.046, -0.097, -2.513], [2.082, -0.698, 0.318], [0.253, 1.571, -1.928], [-1.281, 0.886, -2.833], [-2.160, -0.089, -1.053]], "e_homo_ev": -11.10, "e_lumo_ha": 0.0118}